Density functional theory data (ωB97M-V/def2-TZVPD) for a single C5H7N molecule.

The geometry in XYZ format:
```
13
Properties=species:S:1:pos:R:3:mulliken_charge:R:1
C -0.918 0.802 0.245 -0.51
C -0.728 -0.465 1.068 -0.10
C -0.527 -0.884 -1.342 -0.39
C 0.133 0.384 -0.796 -0.23
C 1.255 -0.068 0.133 -0.54
N 0.459 -0.951 1.031 -0.50
H -0.641 1.685 0.843 0.29
H -1.914 0.932 -0.177 0.32
H -1.511 -0.963 1.636 0.38
H 0.264 -1.664 -1.402 0.21
H 0.360 1.096 -1.601 0.45
H 1.724 0.727 0.734 0.32
H 2.045 -0.632 -0.371 0.31
```

Values from the calculation:
Maximum force   0.46 eV/Å
Relative energy (zero: lowest compared OMol25 entry of this formula, charge and spin)   116.5 kcal per mole
Charge   0
HOMO (alpha / beta)   -8.758 / -8.756 eV
LUMO level (alpha / beta)   -0.347 / -0.347 eV
Frontier orbital gap (alpha / beta)   8.4 / 8.4 eV